Molecular formula: C4H14OP
Method: DFT, the ωB97M-V functional and the def2-TZVPD basis

Structure (XYZ):
```
20
Properties=species:S:1:pos:R:3:forces:R:3
C -1.699 -0.856 -0.326 -0.03 -0.02 -0.08
C -0.270 -1.341 -0.564 0.00 -0.05 -0.06
P 0.246 -1.421 -2.369 -0.04 0.10 0.29
H -2.312 -1.610 0.169 -0.02 0.00 0.00
H -1.686 0.026 0.312 0.03 -0.02 0.08
H -2.209 -0.592 -1.264 0.01 0.01 -0.01
H 0.422 -0.683 -0.025 -0.09 0.03 0.09
H -0.128 -2.334 -0.125 0.10 -0.03 -0.08
H -0.079 -2.811 -2.497 -0.07 0.01 -0.04
H 1.605 -1.132 -2.064 0.07 -0.07 -0.01
H -0.665 -0.357 -2.706 -0.01 -0.02 -0.04
H 0.627 -1.452 -3.799 0.01 -0.01 -0.10
C 0.722 2.361 1.359 0.01 0.03 0.01
C 0.812 1.270 2.454 0.08 0.11 0.19
O 0.383 0.062 2.068 0.00 0.06 -0.15
H -0.317 2.473 1.033 0.00 -0.03 -0.02
H 1.083 3.338 1.713 0.00 -0.03 0.02
H 1.321 2.065 0.491 -0.02 -0.02 -0.01
H 0.257 1.700 3.340 -0.01 -0.02 -0.04
H 1.888 1.293 2.800 -0.03 -0.02 -0.03
```
Positions in Å, forces in eV/Å.

Values from the calculation:
- Maximum force: 0.31 eV/Å
- E: -15707.9206 eV
- Charge: -1


Molecular formula: C40H107N7O16
Method: DFT, the ωB97M-V functional and the def2-TZVPD basis

Structure (XYZ):
```
170
Properties=species:S:1:pos:R:3:forces:R:3
C -0.248 1.837 1.871 -0.61 -0.62 0.31
C 0.460 1.379 0.616 0.72 0.89 0.25
C -0.010 0.031 0.127 -0.47 2.76 -2.59
O -1.334 0.324 -0.328 -0.13 -1.36 -0.28
C -1.830 -0.823 -1.004 -2.01 0.63 0.97
N 0.340 2.473 -0.361 -0.02 -0.77 -1.64
H -1.256 2.193 1.547 0.58 -0.27 0.73
H 0.324 2.661 2.317 -0.38 -0.23 -0.11
H -0.314 0.977 2.598 -0.16 0.98 -0.50
H 1.513 1.339 0.838 0.58 -0.38 0.07
H 0.044 -0.703 0.862 -0.22 -1.54 1.51
H 0.542 -0.267 -0.785 0.31 -0.08 0.40
H -2.000 -1.601 -0.238 0.01 -0.14 -0.49
H -1.191 -1.173 -1.782 0.85 -0.29 -0.60
H -2.814 -0.561 -1.468 0.69 -0.14 0.44
H -0.620 2.444 -0.748 0.62 0.07 0.43
H 0.938 2.203 -1.178 -0.58 0.37 0.84
C 1.161 -6.197 -1.979 -0.29 -0.19 0.63
C 0.441 -5.581 -0.769 1.75 1.52 -1.76
C 1.352 -5.588 0.434 -0.31 -2.49 0.22
O 1.820 -6.923 0.807 -0.96 -0.07 0.21
C 1.114 -7.513 1.944 -0.22 1.47 -1.26
N 0.310 -4.126 -1.160 -0.68 -0.47 0.19
H 2.059 -5.571 -2.169 -0.37 -0.67 0.06
H 0.481 -6.106 -2.823 0.08 -0.17 -0.31
H 1.386 -7.260 -1.778 0.15 0.56 -0.30
H -0.545 -5.986 -0.636 -0.40 -0.61 0.44
H 0.808 -5.183 1.248 -0.36 0.70 1.17
H 2.233 -5.019 0.239 0.57 0.56 -0.25
H 1.115 -6.706 2.675 -0.09 -0.42 0.68
H 1.636 -8.401 2.265 0.36 -0.03 0.07
H 0.057 -7.791 1.741 0.54 0.21 -0.23
H -0.398 -4.098 -1.913 0.24 0.18 0.41
H -0.117 -3.655 -0.366 -0.10 0.24 -0.11
C 3.423 2.888 2.119 -0.21 0.45 0.72
C 4.813 2.289 2.330 -1.05 -1.21 -0.38
C 5.057 1.866 3.786 1.52 1.72 -0.58
O 4.198 0.875 4.256 0.77 -0.54 0.89
C 4.666 0.493 5.580 1.09 0.69 -1.20
N 4.852 1.093 1.459 0.70 -0.67 0.14
H 3.273 3.770 2.756 0.15 -0.07 -0.01
H 2.625 2.175 2.433 0.58 0.39 -0.60
H 3.349 3.249 1.087 -0.37 -0.41 0.20
H 5.547 2.999 1.933 0.16 -0.10 0.61
H 4.993 2.770 4.399 -0.19 0.15 0.31
H 6.140 1.589 3.846 -0.63 -0.35 0.06
H 4.286 -0.463 5.827 -0.52 -0.93 0.08
H 4.351 1.216 6.310 -0.25 0.46 0.37
H 5.794 0.458 5.614 -1.05 -0.06 -0.18
H 4.175 0.440 1.881 0.43 0.04 -0.44
H 5.787 0.619 1.504 -1.15 0.61 0.07
C 5.482 2.418 -2.603 -1.33 0.42 1.27
C 3.906 2.281 -2.658 2.12 0.15 0.96
C 3.515 1.287 -3.672 -1.98 0.56 -1.67
O 4.020 1.711 -4.968 -1.24 -0.36 1.21
C 3.278 1.055 -5.968 0.13 0.63 -0.59
N 3.249 1.902 -1.399 1.71 -1.63 -0.13
H 5.958 2.387 -3.576 -0.05 -0.30 -0.02
H 5.837 1.697 -1.876 0.50 -0.55 -0.24
H 5.701 3.384 -2.136 0.09 -0.01 -0.17
H 3.646 3.290 -2.886 -1.05 0.49 -0.73
H 2.340 1.214 -3.628 2.04 0.08 -0.51
H 3.904 0.301 -3.489 0.15 -0.60 0.45
H 2.180 1.278 -5.886 0.83 -0.24 -0.05
H 3.468 -0.029 -5.914 -0.24 0.12 -0.22
H 3.670 1.486 -6.908 -0.39 -0.54 0.19
H 2.862 2.677 -0.959 -0.79 1.73 0.83
H 3.922 1.523 -0.708 -0.44 0.26 -0.48
C 0.998 5.001 5.518 -1.39 1.36 0.01
C 0.247 4.523 4.250 -0.25 0.64 0.65
O -1.018 5.157 4.105 0.27 -0.04 1.58
O 1.711 6.255 5.404 -0.03 -1.37 -0.08
H 1.651 4.225 5.804 1.35 -0.77 0.16
H 0.322 5.113 6.397 -0.12 -0.21 -0.78
H 0.026 3.465 4.348 0.36 -0.35 0.13
H 0.879 4.675 3.367 0.00 -0.02 0.06
H -1.172 5.488 3.236 0.18 0.31 -1.35
H 1.262 6.776 4.739 -0.30 0.56 -0.26
C -2.024 1.968 -3.715 1.14 1.50 -0.50
C -0.572 2.437 -3.962 -0.07 -1.28 0.13
O -0.337 2.839 -5.271 0.32 1.17 -0.42
O -2.506 1.019 -4.623 0.47 -1.00 -0.12
H -2.613 2.885 -3.836 -0.33 -0.42 0.10
H -2.026 1.636 -2.698 -0.46 -0.35 0.92
H 0.150 1.641 -3.685 -0.28 0.11 0.09
H -0.357 3.287 -3.319 -0.07 0.13 0.09
H -0.446 2.133 -5.900 -0.29 -0.58 -0.10
H -2.017 0.176 -4.501 -0.35 0.57 -0.09
C 3.743 -2.455 -1.394 -1.92 -0.12 2.17
C 3.865 -1.369 -0.326 -0.32 -1.80 1.01
O 2.866 -1.515 0.699 1.70 -0.58 0.58
O 2.607 -2.194 -2.221 0.04 -0.28 0.05
H 3.658 -3.424 -0.804 0.13 0.84 -1.09
H 4.619 -2.407 -1.980 0.96 -0.30 -0.97
H 3.881 -0.402 -0.739 -0.19 1.14 -0.60
H 4.785 -1.529 0.239 0.25 0.02 -0.21
H 2.024 -1.192 0.467 -1.29 0.69 -0.96
H 1.779 -2.646 -1.941 0.88 -0.25 0.42
C 0.845 9.647 4.612 0.13 0.33 0.42
O 0.826 8.582 3.723 1.17 -0.71 -0.97
C 1.724 8.783 2.625 -0.47 0.65 -0.90
C 1.711 7.453 1.779 -0.57 1.35 -0.45
N 0.370 7.456 1.094 0.71 -0.45 0.55
C 0.151 6.227 0.295 1.49 0.40 -0.23
C -1.265 5.860 0.143 -2.16 0.09 0.20
O -1.752 5.790 1.503 -1.75 -1.12 -0.67
C -3.133 5.209 1.585 1.50 2.52 0.02
H 0.261 9.269 5.414 -0.27 0.10 1.21
H 0.344 10.513 4.224 -0.42 0.63 -0.53
H 1.843 10.001 4.939 -0.19 -0.63 -0.11
H 2.700 9.178 3.004 -0.40 -0.88 -0.26
H 1.281 9.648 2.026 0.61 -1.14 0.26
H 1.765 6.599 2.487 0.44 0.30 -0.45
H 2.516 7.422 0.990 -0.65 0.03 1.01
H -0.248 7.464 1.909 -0.39 -0.12 -0.61
H 0.581 5.356 0.785 0.53 -0.26 0.08
H 0.642 6.347 -0.698 -0.27 -0.08 0.60
H -1.460 4.881 -0.352 0.70 0.38 0.31
H -1.872 6.578 -0.456 0.35 0.02 0.53
H -3.298 4.568 0.729 -0.06 -0.49 0.15
H -3.808 6.093 1.519 0.13 -0.77 0.07
H -3.191 4.766 2.579 -0.17 -0.30 -0.30
C -3.218 -0.980 3.557 -0.95 0.25 1.33
O -4.272 -1.914 3.304 1.03 0.35 -0.19
C -5.181 -1.502 2.321 0.00 -0.05 0.42
C -6.397 -2.344 2.484 -1.58 -0.13 0.97
N -6.278 -3.756 2.219 0.59 0.11 0.71
C -6.134 -4.086 0.843 -1.28 -0.79 -1.41
C -6.540 -5.527 0.623 -0.65 -0.30 0.05
O -5.621 -6.385 1.211 1.55 -0.02 0.56
C -5.904 -7.731 1.064 -1.49 -0.95 -0.31
H -2.705 -0.566 2.670 -0.20 -0.49 0.18
H -2.555 -1.525 4.251 0.09 0.46 -0.55
H -3.668 -0.121 4.139 0.59 -0.57 -0.63
H -4.744 -1.620 1.319 -0.04 0.32 0.01
H -5.550 -0.491 2.511 0.48 0.44 -0.23
H -7.139 -1.937 1.771 -0.04 -0.21 0.49
H -6.797 -2.244 3.558 0.55 0.16 -1.54
H -5.496 -4.161 2.756 -0.64 0.28 -0.33
H -5.144 -3.929 0.395 0.15 -0.01 0.09
H -6.860 -3.568 0.145 0.61 0.16 1.15
H -6.606 -5.671 -0.433 0.27 -0.40 -1.26
H -7.556 -5.814 0.977 0.34 0.74 0.24
H -5.664 -8.173 0.091 0.10 0.45 -0.38
H -6.995 -7.869 1.200 0.28 -0.21 0.02
H -5.408 -8.385 1.772 0.32 0.46 0.51
C -2.335 -7.720 -2.870 -0.62 -0.58 -1.01
O -2.528 -6.358 -3.190 -1.15 -0.03 1.19
C -3.458 -5.693 -2.268 1.09 -0.19 -1.84
C -3.550 -4.275 -2.796 -0.86 -0.12 -0.05
N -2.301 -3.681 -3.230 -0.22 -0.72 1.73
C -1.947 -3.859 -4.580 0.73 0.55 -2.22
C -0.561 -3.271 -4.830 -1.55 0.61 -1.36
O -0.534 -1.909 -4.467 -0.22 -0.81 -0.13
C 0.779 -1.420 -4.519 0.03 0.83 -0.42
H -1.978 -7.837 -1.870 0.83 0.01 0.84
H -1.593 -8.107 -3.624 -0.93 0.10 0.89
H -3.302 -8.321 -2.832 0.88 0.64 -0.69
H -3.076 -5.677 -1.267 0.43 -0.40 0.76
H -4.443 -6.183 -2.309 0.26 0.06 0.15
H -3.989 -3.649 -2.022 0.01 0.09 0.20
H -4.306 -4.322 -3.580 -0.01 0.30 -0.55
H -2.365 -2.698 -3.083 0.10 0.69 0.26
H -2.706 -3.358 -5.239 0.54 -0.43 0.05
H -1.804 -4.886 -4.911 -0.63 -0.23 0.40
H -0.313 -3.342 -5.905 -0.12 -0.11 0.15
H 0.166 -3.839 -4.314 0.98 -0.57 0.98
H 0.584 -0.362 -4.471 0.80 0.62 0.57
H 1.330 -1.560 -5.455 -0.51 -0.38 -0.47
H 1.424 -1.844 -3.765 -0.05 0.33 0.38
```
Positions in Å, forces in eV/Å.

Values from the calculation:
- Maximum force: 3.82 eV/Å
- ΔE to the lowest compared entry with this formula, charge and spin: 54.2 kcal/mol


Molecular formula: C2H2FNO2
Method: DFT, the ωB97M-V functional and the def2-TZVPD basis

Structure (XYZ):
```
8
Properties=species:S:1:pos:R:3:forces:R:3
C 1.327 1.489 -0.604 0.17 -1.86 -2.05
C 0.669 0.623 -1.248 -4.74 -1.43 -1.77
N -1.243 -1.595 1.504 0.73 -0.49 0.31
O 1.956 2.214 -0.044 3.07 4.01 3.47
O -2.359 -1.193 1.600 0.42 -0.53 0.56
F 0.979 -0.107 -2.333 1.02 -0.22 -0.03
H -0.915 -2.272 2.345 -1.15 1.03 -0.88
H -0.414 0.843 -1.220 0.49 -0.50 0.38
```
Positions in Å, forces in eV/Å.

Values from the calculation:
- Maximum force: 6.13 eV/Å
- ΔE to the lowest compared entry with this formula, charge and spin: 131.3 kcal/mol


Molecular formula: C18H27N3O3
Method: DFT, the ωB97M-V functional and the def2-TZVPD basis

Structure (XYZ):
```
51
Properties=species:S:1:pos:R:3:forces:R:3
N -3.467 -6.998 0.227 0.14 0.24 -0.03
C -2.349 -6.570 -0.611 -0.14 -0.05 -0.16
C -2.791 -5.394 -1.497 0.18 -0.09 0.29
C -1.740 -5.058 -2.551 0.14 -0.31 0.06
C -0.478 -4.374 -2.008 0.04 -0.13 -0.08
C -0.767 -3.037 -1.347 -0.02 -0.18 -0.21
O 0.461 -2.295 -1.233 -0.08 0.23 0.04
O -2.228 -4.228 -3.642 0.05 0.24 0.32
C -3.278 -3.413 -3.435 -0.18 0.60 -0.50
O -3.231 -2.228 -3.657 0.07 -0.61 0.12
H -4.044 -7.677 -0.249 -0.03 -0.03 0.06
H -3.153 -7.398 1.100 -0.01 -0.12 -0.04
H -1.522 -6.271 0.039 -0.04 0.00 -0.06
H -1.978 -7.376 -1.263 0.05 0.08 0.11
H -2.983 -4.539 -0.837 -0.19 -0.06 -0.19
H -3.738 -5.687 -1.962 0.14 0.08 -0.03
H -1.422 -5.997 -3.016 -0.12 0.19 -0.12
H 0.048 -5.058 -1.332 -0.12 0.14 -0.02
H 0.189 -4.203 -2.861 -0.10 0.03 0.12
H -1.456 -2.483 -1.990 -0.01 0.02 0.12
H -1.217 -3.166 -0.357 0.05 0.01 -0.05
H 0.194 -1.394 -1.022 0.08 -0.17 0.14
H -4.217 -3.908 -3.157 0.12 -0.05 0.20
C -0.154 1.068 -2.399 0.02 -0.03 -0.04
N 0.384 1.912 -1.302 0.02 -0.08 -0.02
C -0.329 2.971 -0.885 0.00 0.05 0.03
C 0.128 3.771 0.137 0.02 0.07 0.00
C 1.343 3.474 0.751 -0.02 -0.06 -0.06
C 2.063 2.373 0.298 0.00 0.01 0.06
C 1.561 1.609 -0.734 0.03 0.01 0.02
C 1.862 4.310 1.866 0.04 0.03 0.07
C 2.191 3.735 3.089 0.02 -0.03 -0.05
C 2.681 4.527 4.105 -0.01 -0.03 -0.02
N 2.849 5.846 3.927 0.02 0.00 0.05
C 2.533 6.426 2.757 -0.02 0.00 -0.04
C 2.035 5.684 1.712 -0.06 0.01 -0.03
C 3.401 6.688 5.018 -0.02 -0.01 -0.03
H -0.326 1.694 -3.271 -0.03 -0.01 -0.01
H -1.085 0.611 -2.071 -0.03 0.02 -0.03
H 0.573 0.298 -2.639 -0.01 -0.02 -0.03
H -1.267 3.154 -1.390 0.00 -0.03 -0.02
H -0.475 4.612 0.450 -0.01 -0.01 0.01
H 3.020 2.107 0.726 0.00 -0.01 0.00
H 2.087 0.749 -1.124 -0.02 -0.01 -0.02
H 2.060 2.677 3.271 0.01 0.00 0.01
H 2.945 4.126 5.072 0.01 0.03 0.01
H 2.694 7.493 2.685 0.02 0.00 0.02
H 1.800 6.183 0.783 0.01 0.00 0.00
H 2.692 7.482 5.240 0.00 0.01 0.00
H 4.349 7.105 4.690 0.00 0.01 0.01
H 3.552 6.072 5.898 0.00 -0.01 0.00
```
Positions in Å, forces in eV/Å.

Values from the calculation:
- Maximum force: 0.80 eV/Å
- E: -29701.0867 eV
- Charge: +2


- Which of these has the highest maximum force?
  C2H2FNO2


- Which value of maximum force does entry 3 give?
  6.13 eV/Å


Copy entry 1 word for word.
Molecular formula: C4H14OP
Method: DFT, the ωB97M-V functional and the def2-TZVPD basis

Structure (XYZ):
```
20
Properties=species:S:1:pos:R:3:forces:R:3
C -1.699 -0.856 -0.326 -0.03 -0.02 -0.08
C -0.270 -1.341 -0.564 0.00 -0.05 -0.06
P 0.246 -1.421 -2.369 -0.04 0.10 0.29
H -2.312 -1.610 0.169 -0.02 0.00 0.00
H -1.686 0.026 0.312 0.03 -0.02 0.08
H -2.209 -0.592 -1.264 0.01 0.01 -0.01
H 0.422 -0.683 -0.025 -0.09 0.03 0.09
H -0.128 -2.334 -0.125 0.10 -0.03 -0.08
H -0.079 -2.811 -2.497 -0.07 0.01 -0.04
H 1.605 -1.132 -2.064 0.07 -0.07 -0.01
H -0.665 -0.357 -2.706 -0.01 -0.02 -0.04
H 0.627 -1.452 -3.799 0.01 -0.01 -0.10
C 0.722 2.361 1.359 0.01 0.03 0.01
C 0.812 1.270 2.454 0.08 0.11 0.19
O 0.383 0.062 2.068 0.00 0.06 -0.15
H -0.317 2.473 1.033 0.00 -0.03 -0.02
H 1.083 3.338 1.713 0.00 -0.03 0.02
H 1.321 2.065 0.491 -0.02 -0.02 -0.01
H 0.257 1.700 3.340 -0.01 -0.02 -0.04
H 1.888 1.293 2.800 -0.03 -0.02 -0.03
```
Positions in Å, forces in eV/Å.

Values from the calculation:
- Maximum force: 0.31 eV/Å
- E: -15707.9206 eV
- Charge: -1


- Among the records above, which one has the lowest maximum force?
  C4H14OP